No. 1
{
  "formula": "C33H92N10O9",
  "method": "ωB97M-V with the def2-TZVPD basis set",
  "e_above_lowest_kcal_mol": 42.45,
  "total_charge": 0,
  "e_homo_ha": -0.3177,
  "smiles": "COC[C@H](C)N.COC[C@H](C)N.COC[C@H](C)N.COC[C@H](C)N.COC[C@H](C)N.COC[C@H](C)N.COC[C@H](C)N.COC[C@H](C)N.NC(N)=O",
  "symbols": ["C", "O", "C", "C", "C", "N", "H", "H", "H", "H", "H", "H", "H", "H", "H", "H", "H", "C", "O", "C", "C", "C", "N", "H", "H", "H", "H", "H", "H", "H", "H", "H", "H", "H", "C", "O", "C", "C", "C", "N", "H", "H", "H", "H", "H", "H", "H", "H", "H", "H", "H", "C", "O", "C", "C", "C", "N", "H", "H", "H", "H", "H", "H", "H", "H", "H", "H", "H", "C", "O", "C", "C", "C", "N", "H", "H", "H", "H", "H", "H", "H", "H", "H", "H", "H", "C", "O", "C", "C", "C", "N", "H", "H", "H", "H", "H", "H", "H", "H", "H", "H", "H", "C", "O", "C", "C", "C", "N", "H", "H", "H", "H", "H", "H", "H", "H", "H", "H", "H", "C", "O", "C", "C", "C", "N", "H", "H", "H", "H", "H", "H", "H", "H", "H", "H", "H", "N", "C", "N", "O", "H", "H", "H", "H"],
  "coordinates": [[1.16281, -0.01803, -4.48522], [-0.13253, -0.50126, -4.74306], [-0.19056, -1.53123, -5.71917], [0.14926, -1.04546, -7.12966], [-0.65174, 0.21025, -7.42958], [-0.11328, -2.13441, -8.08142], [1.54404, 0.51479, -5.35954], [1.79441, -0.79868, -4.04404], [1.17945, 0.74955, -3.70425], [0.46634, -2.34668, -5.39168], [-1.21602, -1.91178, -5.67884], [1.22517, -0.85561, -7.11841], [-1.70925, -0.06775, -7.42656], [-0.37607, 0.65586, -8.38827], [-0.51626, 0.99880, -6.68870], [-1.11097, -2.32022, -8.08999], [0.14879, -1.78300, -8.99548], [1.66532, 0.55888, 6.90220], [2.47121, -0.39162, 7.58317], [2.75068, -0.02904, 8.92040], [3.28891, -1.26545, 9.65354], [3.34376, -1.02769, 11.16383], [4.58334, -1.76802, 9.20107], [0.61468, 0.26627, 6.98726], [1.94792, 0.56865, 5.85000], [1.78966, 1.55411, 7.33372], [3.45130, 0.81388, 8.94839], [1.83625, 0.25091, 9.46166], [2.58953, -2.08935, 9.47982], [2.34418, -0.72280, 11.48645], [4.06051, -0.24133, 11.40122], [3.56062, -1.96199, 11.67499], [4.64715, -1.85525, 8.17773], [5.34551, -1.17318, 9.50664], [2.11791, -3.56757, -1.81063], [0.93893, -3.98643, -2.45795], [0.52831, -5.25354, -1.92097], [-0.86732, -5.62359, -2.40103], [-1.85624, -4.68671, -1.74573], [-1.21833, -6.99840, -1.96523], [3.02559, -4.11871, -2.09221], [2.04685, -3.61412, -0.72018], [2.30250, -2.56471, -2.20105], [1.25028, -6.03359, -2.19763], [0.54435, -5.12967, -0.83083], [-0.95414, -5.59842, -3.48805], [-1.75798, -3.63105, -2.00611], [-1.86171, -4.69067, -0.65114], [-2.88727, -4.90129, -2.04278], [-1.23658, -6.95086, -0.94896], [-0.45721, -7.61648, -2.23438], [-2.75634, 3.47827, -4.19562], [-1.88847, 3.16069, -5.26879], [-2.59193, 2.88826, -6.46308], [-3.38923, 4.03567, -7.06215], [-4.08567, 3.62907, -8.34626], [-2.56465, 5.22384, -7.35547], [-2.14384, 3.67156, -3.31317], [-3.42922, 2.64147, -3.99152], [-3.27166, 4.42864, -4.36052], [-1.83206, 2.65366, -7.21118], [-3.25593, 2.02211, -6.33264], [-4.18512, 4.36596, -6.38777], [-4.72607, 4.45105, -8.67994], [-4.74100, 2.76489, -8.22374], [-3.45034, 3.50509, -9.22854], [-2.06078, 5.45228, -6.49833], [-1.81189, 4.93691, -7.98091], [-5.97712, 2.26217, -1.23511], [-6.07360, 2.29681, 0.16462], [-4.99158, 1.60617, 0.81196], [-5.31619, 1.56863, 2.27754], [-5.75270, 2.84924, 2.94054], [-4.18877, 0.94948, 3.03001], [-5.52863, 3.15077, -1.69471], [-7.00689, 2.21835, -1.60183], [-5.48090, 1.38168, -1.65627], [-4.75433, 0.63013, 0.38222], [-4.16968, 2.30406, 0.58183], [-6.14128, 0.86630, 2.47498], [-5.98305, 2.73713, 4.00616], [-6.68289, 3.22789, 2.52250], [-4.93587, 3.57884, 2.95349], [-4.48481, 0.83411, 3.99424], [-4.03876, -0.00746, 2.72312], [2.09365, 2.87549, 0.43955], [3.35269, 3.53285, 0.36900], [3.49212, 4.55208, 1.33720], [4.77214, 5.31810, 1.03798], [4.99731, 6.40969, 2.09414], [4.63805, 6.00866, -0.27450], [1.31746, 3.57507, 0.76504], [2.18253, 2.11908, 1.22345], [1.83771, 2.40328, -0.50248], [2.63507, 5.22986, 1.27158], [3.58082, 4.10744, 2.33829], [5.67402, 4.71042, 1.05742], [5.16187, 5.95352, 3.07420], [4.21988, 7.17021, 2.12314], [5.95583, 6.88404, 1.87426], [3.97508, 6.77650, -0.17694], [4.07742, 5.34908, -0.82017], [1.11653, -0.51731, 1.99442], [0.69849, 0.04289, 0.78120], [-0.08817, -0.84615, -0.00885], [-0.62665, -0.10130, -1.20276], [-1.65831, 0.98074, -0.95101], [-1.23694, -1.04940, -2.18151], [1.58924, -1.49510, 1.88970], [0.36402, -0.46701, 2.78936], [1.89077, 0.14908, 2.39076], [0.56531, -1.69077, -0.24404], [-0.93366, -1.13820, 0.63007], [0.20925, 0.37446, -1.73231], [-1.33072, 1.95004, -0.57556], [-2.50044, 0.67746, -0.32876], [-2.08596, 1.19343, -1.93756], [-1.30001, -0.55367, -3.07107], [-0.52842, -1.73504, -2.44977], [3.74779, -3.72686, 1.97672], [3.91151, -3.97190, 3.34364], [4.45848, -2.84665, 4.02217], [4.64304, -3.17492, 5.51569], [3.41133, -3.86461, 6.08551], [4.76082, -1.88453, 6.25295], [2.79019, -3.25438, 1.72233], [3.58841, -4.71201, 1.51737], [4.59317, -3.29241, 1.43733], [5.42698, -2.65146, 3.54843], [3.77773, -1.98808, 3.99759], [5.54085, -3.76939, 5.67628], [2.43344, -3.41629, 5.89695], [3.51696, -3.76471, 7.17338], [3.35279, -4.93004, 5.87142], [5.26559, -1.24363, 5.64382], [3.81538, -1.51567, 6.33458], [-4.60912, -1.92741, -2.93248], [-4.81482, -2.11194, -1.59767], [-3.87779, -1.51104, -0.80857], [-5.76402, -2.74845, -1.14732], [-3.86275, -1.31331, -3.20443], [-5.16054, -2.41202, -3.61116], [-3.02950, -1.15076, -1.23615], [-3.93472, -1.66709, 0.17915]],
  "lowdin_charge": [-0.095, -0.243, -0.189, -0.444, -0.066, 0.040, 0.091, 0.092, 0.082, 0.129, 0.131, 0.132, 0.088, 0.084, 0.059, 0.070, 0.071, -0.092, -0.224, -0.209, -0.447, -0.071, 0.037, 0.089, 0.079, 0.086, 0.133, 0.122, 0.135, 0.072, 0.078, 0.076, 0.012, 0.066, -0.127, -0.195, -0.206, -0.423, -0.075, 0.036, 0.092, 0.068, 0.080, 0.126, 0.122, 0.143, 0.048, 0.086, 0.083, 0.069, 0.065, -0.108, -0.184, -0.231, -0.456, -0.076, 0.043, 0.087, 0.087, 0.084, 0.110, 0.128, 0.129, 0.079, 0.078, 0.079, 0.067, 0.073, -0.121, -0.186, -0.192, -0.441, -0.066, 0.023, 0.081, 0.089, 0.077, 0.094, 0.130, 0.139, 0.075, 0.079, 0.085, 0.064, 0.058, -0.085, -0.197, -0.230, -0.421, -0.079, 0.031, 0.089, 0.069, 0.081, 0.127, 0.129, 0.136, 0.075, 0.076, 0.077, 0.064, 0.059, -0.112, -0.196, -0.168, -0.393, -0.043, 0.046, 0.064, 0.096, 0.077, 0.114, 0.133, 0.119, 0.084, 0.050, 0.073, 0.060, 0.066, -0.134, -0.178, -0.200, -0.384, -0.058, 0.020, 0.058, 0.088, 0.094, 0.126, 0.121, 0.139, 0.086, 0.075, 0.078, 0.082, 0.047, 0.158, -0.689, 0.151, 0.006, 0.075, 0.100, 0.029, 0.098]
}

No. 2
{
  "formula": "C16H32Cl16",
  "method": "ωB97M-V with the def2-TZVPD basis set",
  "e_above_lowest_kcal_mol": 6.59,
  "total_charge": 0,
  "e_homo_ha": -0.3806,
  "smiles": "ClCCCl.ClCCCl.ClCCCl.ClCCCl.ClCCCl.ClCCCl.ClCCCl.ClCCCl",
  "symbols": ["Cl", "C", "C", "Cl", "H", "H", "H", "H", "Cl", "C", "C", "Cl", "H", "H", "H", "H", "Cl", "C", "C", "Cl", "H", "H", "H", "H", "Cl", "C", "C", "Cl", "H", "H", "H", "H", "Cl", "C", "C", "Cl", "H", "H", "H", "H", "Cl", "C", "C", "Cl", "H", "H", "H", "H", "Cl", "C", "C", "Cl", "H", "H", "H", "H", "Cl", "C", "C", "Cl", "H", "H", "H", "H"],
  "coordinates": [[-1.93630, -6.09914, -5.28003], [-1.43291, -4.43060, -4.89288], [-1.28383, -4.23624, -3.41816], [0.25437, -4.90334, -2.80221], [-2.17241, -3.75213, -5.30937], [-0.47588, -4.27594, -5.38424], [-2.09750, -4.68897, -2.85460], [-1.29711, -3.17935, -3.14706], [-2.90920, -4.26657, 3.92605], [-3.52025, -3.00003, 2.85358], [-3.73335, -1.69320, 3.57895], [-5.09910, -1.79336, 4.73142], [-4.46860, -3.32182, 2.42407], [-2.81641, -2.88007, 2.03108], [-3.97556, -0.90567, 2.86864], [-2.85181, -1.42835, 4.15485], [1.69232, -1.39823, -2.65690], [2.88344, -2.46469, -3.45612], [4.00324, -1.63145, -3.99790], [3.48298, -0.64214, -5.39387], [2.35449, -3.00400, -4.23470], [3.26326, -3.15014, -2.70201], [4.83677, -2.24297, -4.33881], [4.36196, -0.94852, -3.23040], [-2.77051, 0.95203, -2.27025], [-1.83910, 2.14920, -3.22339], [-0.41012, 2.16903, -2.75441], [0.50712, 3.35593, -3.74712], [-2.28962, 3.12610, -3.06825], [-1.92458, 1.89413, -4.27508], [0.10481, 1.21302, -2.81392], [-0.32717, 2.54112, -1.73413], [1.48388, 1.90146, 5.62238], [0.04059, 1.03333, 6.25452], [-0.78851, 0.50810, 5.12967], [-0.09567, -0.96903, 4.42627], [-0.50321, 1.76942, 6.84122], [0.41113, 0.24208, 6.89850], [-0.88926, 1.26022, 4.34941], [-1.78924, 0.26778, 5.49087], [-0.96030, -2.55480, -0.23910], [-0.36356, -1.35643, 0.94685], [0.10527, -0.11959, 0.23034], [0.76905, 1.03369, 1.41822], [0.43632, -1.80925, 1.52300], [-1.20336, -1.15560, 1.60783], [-0.64173, 0.38463, -0.37327], [0.92682, -0.39036, -0.43254], [-0.44563, 6.15222, 1.19677], [-0.30346, 4.43876, 1.61482], [0.48130, 4.22501, 2.88596], [2.14527, 4.85064, 2.79870], [0.13676, 3.92882, 0.76234], [-1.32289, 4.08247, 1.75381], [0.57290, 3.16597, 3.11039], [-0.00925, 4.73841, 3.70979], [4.56570, 1.42725, -2.02371], [3.29573, 1.47950, -0.77291], [2.43057, 2.70343, -0.89628], [3.32591, 4.20202, -0.55044], [3.77276, 1.44825, 0.20157], [2.65894, 0.61400, -0.95308], [1.59378, 2.63030, -0.20274], [2.04992, 2.80366, -1.91200]],
  "lowdin_charge": [0.544, -0.660, -0.679, 0.545, 0.075, 0.060, 0.068, 0.043, 0.561, -0.677, -0.672, 0.541, 0.071, 0.029, 0.075, 0.008, 0.591, -0.634, -0.670, 0.539, 0.052, 0.079, 0.077, 0.002, 0.557, -0.645, -0.656, 0.602, 0.072, 0.071, 0.049, 0.053, 0.559, -0.630, -0.661, 0.596, 0.075, 0.067, 0.055, 0.073, 0.585, -0.658, -0.629, 0.677, 0.064, 0.035, 0.033, -0.012, 0.560, -0.688, -0.692, 0.540, 0.025, 0.072, -0.018, 0.070, 0.591, -0.661, -0.714, 0.561, 0.072, 0.006, -0.019, -0.011]
}

No. 3
{
  "formula": "C6H6O2",
  "method": "ωB97M-V with the def2-TZVPD basis set",
  "e_above_lowest_kcal_mol": 130.09,
  "total_charge": 0,
  "e_homo_ha": -0.3046,
  "smiles": "C[C@@]12C3=CO[C@@H]1[C@]32O",
  "symbols": ["C", "C", "C", "C", "O", "C", "C", "O", "H", "H", "H", "H", "H", "H"],
  "coordinates": [[0.14743, -0.65899, -1.28741], [0.08564, -0.23084, 0.12779], [-1.14970, 0.35667, 0.92562], [-1.16507, -0.40879, 2.09736], [-0.00968, -0.94458, 2.45768], [0.85739, -0.49647, 1.45097], [0.41859, 0.83356, 0.98332], [0.87875, 2.37154, 0.86350], [-0.25531, 0.13207, -1.92347], [-0.44362, -1.56266, -1.44034], [1.18233, -0.85545, -1.57445], [-1.99769, -0.57404, 2.76387], [1.86875, -0.85882, 1.54688], [0.58488, 2.61863, -0.01579]],
  "lowdin_charge": [-0.011, -0.290, -0.001, -0.058, 0.040, -0.106, -0.164, -0.020, 0.090, 0.085, 0.088, 0.131, 0.158, 0.059]
}